1.
DFT (ωB97M-V/def2-TZVPD) results for the molecule C4H6.

Results
* net charge: 0
* molecular weight: 54.1 g mol⁻¹
* frontier orbital gap: 9.7 eV
* SMILES: C=C=CC
* lowest unoccupied orbital energy: 1.0 eV
* energy relative to the best compared isomer or geometry (same formula, charge and spin): 1.557 eV

Each line ends with the Mulliken charge.
Element x y z (Å)
C: 0.72920 0.12687 -1.57098  -0.927
C: -0.36829 -0.16065 -0.55518  -0.001
C: -0.31081 -0.06980 0.74050  0.089
C: -0.55644 -0.14445 2.01624  -0.769
H: 1.01612 -0.72748 -2.20432  0.282
H: 1.65228 0.46399 -1.07306  0.315
H: 0.41645 0.91808 -2.25190  0.261
H: -1.15746 0.58708 2.54161  0.254
H: -0.18280 -1.01129 2.54123  0.233
H: -1.48921 -0.05584 -0.49622  0.263

---

2.
DFT (ωB97M-V/def2-TZVPD) results for the molecule C4H6.

Results
* net charge: 0
* molecular weight: 54.1 g mol⁻¹
* frontier orbital gap: 10.1 eV
* SMILES: CC#CC
* lowest unoccupied orbital energy: 0.9 eV
* energy relative to the best compared isomer or geometry (same formula, charge and spin): 1.087 eV

Each line ends with the Mulliken charge.
Element x y z (Å)
C: -1.98152 -0.09081 -0.12161  -0.942
C: -0.55042 -0.30678 -0.19624  0.180
C: 0.55905 0.01388 0.15241  0.089
C: 1.99188 0.13882 0.11795  -0.916
H: -2.51422 -0.22870 -1.06218  0.302
H: -2.06572 0.94824 0.20949  0.269
H: -2.38736 -0.75130 0.64587  0.249
H: 2.54443 0.25702 1.05078  0.296
H: 2.28931 0.91878 -0.60118  0.236
H: 2.11457 -0.89913 -0.19529  0.237

---

3.
DFT (ωB97M-V/def2-TZVPD) results for a structure of composition C4H6AgClCuO2.

Results
* 2S+1: 2
* net charge: +2
* molecular weight: 293.0 g mol⁻¹
* frontier orbital gap (alpha / beta): 8.9 / 6.3 eV
* lowest unoccupied orbital energy (alpha / beta): -8.7 / -11.3 eV
* energy relative to the best compared isomer or geometry (same formula, charge and spin): 0.695 eV

Each line ends with the Mulliken charge.
Element x y z (Å)
Ag: -10.13521 -5.01536 -15.13950  0.710
Cu: -10.47109 -1.81472 -13.00782  0.827
Cl: -10.37921 -4.57684 -12.61498  -0.524
O: -6.00154 -7.30121 -8.24652  -0.115
C: -6.67055 -6.72699 -9.14988  0.636
O: -7.63203 -5.95994 -8.88665  -0.219
C: -8.38787 -5.52099 -9.98816  -0.480
C: -7.33650 -5.75455 -11.15369  -0.354
C: -6.44489 -6.83509 -10.70077  -0.405
H: -8.72339 -4.48426 -10.01488  0.345
H: -9.37483 -5.96595 -10.11472  0.298
H: -6.86407 -4.81190 -11.42992  0.332
H: -7.87703 -5.99037 -12.07038  0.283
H: -5.38791 -6.66557 -10.90611  0.339
H: -6.73711 -7.81049 -11.08975  0.330

---

4.
DFT (ωB97M-V/def2-TZVPD) results for a structure of composition C4H6AgO3.

Results
* 2S+1: 2
* net charge: 0
* molecular weight: 210.0 g mol⁻¹
* frontier orbital gap (alpha / beta): 6.6 / 6.1 eV
* lowest unoccupied orbital energy (alpha / beta): -0.6 / -0.6 eV
* energy relative to the best compared isomer or geometry (same formula, charge and spin): 3.543 eV

Each line ends with the Mulliken charge.
Element x y z (Å)
H: 1.28512 -0.76974 1.75197  0.241
C: 1.00235 0.28687 1.74624  -0.612
C: 0.68006 0.90454 0.58722  -0.338
H: 1.08190 0.85613 2.67248  0.287
H: 0.43141 1.97127 0.60535  0.240
C: 0.00599 0.83936 -1.76731  0.057
C: 0.55958 0.22872 -0.69729  -0.206
O: -0.18026 0.30533 -2.97603  -0.474
H: -0.34025 1.87507 -1.72122  0.306
H: 0.89892 -0.80958 -0.77942  0.245
H: 0.55846 -0.25889 -3.23657  0.324
O: -1.65431 -2.45860 1.90510  -0.348
O: -2.57505 -2.49256 0.95482  -0.406
Ag: -1.75394 -0.47791 0.95466  0.684

---

5.
DFT (ωB97M-V/def2-TZVPD) results for the ion C4H6BCl2N2O2 with charge +1.

Results
* net charge: +1
* molecular weight: 195.8 g mol⁻¹
* frontier orbital gap: 7.4 eV
* lowest unoccupied orbital energy: -6.8 eV
* energy relative to the best compared isomer or geometry (same formula, charge and spin): 1.270 eV

Each line ends with the Mulliken charge.
Element x y z (Å)
B: 1.82079 0.12701 -0.35690  0.604
C: -1.32174 -0.58359 1.73931  0.063
C: -2.03378 0.20708 -0.45072  0.619
C: -0.78383 0.71320 -1.11503  -0.795
C: 0.39512 -0.15945 -1.02972  0.373
N: -2.24649 -0.27838 0.72914  -0.445
N: -0.24029 -1.20690 1.57261  -0.489
O: 2.70706 -0.84027 -0.29637  -0.464
O: 1.92524 1.41422 -0.01382  -0.440
Cl: -3.48741 0.38522 -1.35250  -0.107
Cl: 0.27025 -1.54458 -1.89649  0.075
H: -1.82205 -0.08494 2.61568  0.367
H: -1.20950 0.75696 -2.16610  0.431
H: -0.49637 1.63808 -0.67344  0.336
H: 0.24275 -1.55871 2.41769  0.245
H: 3.58393 -0.81333 0.08182  0.329
H: 2.69631 1.82838 0.19482  0.299

---

6.
DFT (ωB97M-V/def2-TZVPD) results for a structure of composition C4H6BaO2.

Results
* 2S+1: 2
* net charge: +1
* molecular weight: 223.4 g mol⁻¹
* frontier orbital gap (alpha / beta): 7.5 / 7.9 eV
* lowest unoccupied orbital energy (alpha / beta): -4.8 / -4.8 eV
* energy relative to the best compared isomer or geometry (same formula, charge and spin): 1.117 eV

Each line ends with the Mulliken charge.
Element x y z (Å)
O: -4.05387 0.72737 -0.07077  -0.505
C: -2.80840 0.28410 -0.56088  -0.406
C: -2.24274 -0.71210 0.44718  -0.412
C: -1.00482 -1.35391 0.00614  0.608
C: 0.15720 -1.50922 -0.46641  -1.037
H: -4.44904 1.33351 -0.70266  0.315
H: -2.10778 1.12725 -0.67784  0.261
H: -2.91788 -0.20752 -1.54149  0.342
H: -2.98696 -1.50169 0.63372  0.272
H: -2.07824 -0.21728 1.41749  0.278
H: 0.83346 -2.36188 -0.57237  0.418
O: 1.52338 -0.11400 -1.10835  -0.760
Ba: 2.09354 0.46925 1.12863  1.626